1.
Entry from OMol25: 6 unconnected molecules or ions with the total composition C39H59IO25S3 in a non-equilibrium geometry (wB97M-V/def2-TZVPD).

Last column: Mulliken charge in e.
Geometry (Å):
C -2.47057 -2.79182 4.76132  -0.873
C -1.37365 -2.06969 5.55252  0.618
O -1.57668 -1.53271 6.56014  -0.492
O -0.11312 -2.10460 5.01372  -0.355
C -0.05772 -1.43367 3.72276  -0.266
C 1.24043 -0.62665 3.71237  -0.977
C 1.81972 -0.35267 2.30951  -0.479
C 0.75945 -0.11202 1.20732  -0.473
C 1.46957 0.41530 -0.06015  -0.593
C 0.70716 1.48497 -0.86690  0.338
C 0.11357 2.63572 -0.00271  -0.326
C -1.40616 2.50868 0.10966  -0.223
O -1.91790 2.12269 1.06198  -0.449
I -2.67746 3.04993 -1.55544  -0.022
C 1.71204 2.10645 -1.89078  -0.953
C 2.85251 1.15269 -2.28654  -0.106
S 3.72769 1.89469 -3.69778  -0.231
C 5.44417 1.27783 -3.64628  -0.141
C 6.09279 1.36292 -2.27140  0.385
O 6.86047 2.21253 -2.06857  -0.524
O 5.80086 0.46542 -1.27159  -0.340
C 6.72458 -0.64754 -1.21461  -1.196
C 6.03137 -1.94638 -1.72756  2.802
C 6.29782 -2.19041 -3.23918  -1.634
O 6.50277 -3.02913 -0.91236  -0.495
C 5.62735 -4.03737 -0.80519  0.531
O 4.71547 -4.22084 -1.51774  -0.550
C 5.93153 -5.00938 0.33412  -0.545
S 5.73637 -4.20805 1.97456  -0.159
O 2.44848 -0.20102 -2.53790  -0.284
S 1.86735 -0.92770 -1.21626  1.479
O 2.75278 -1.90220 -0.65571  -0.656
O 0.62724 -1.56584 -1.54211  -0.674
H -1.97133 -3.48149 4.06937  0.311
H -3.09910 -3.34233 5.45989  0.322
H -3.01425 -2.06799 4.14735  0.271
H -0.08945 -2.22751 2.96484  0.225
H -0.92861 -0.77511 3.60510  0.362
H 1.14033 0.28419 4.31263  0.278
H 1.98352 -1.23071 4.25200  0.354
H 2.40522 0.57841 2.38786  0.299
H 2.51338 -1.12279 1.95380  0.299
H -0.08520 0.50799 1.52077  0.229
H 0.33243 -1.09306 0.94581  0.467
H 2.43557 0.82559 0.27380  0.291
H -0.06234 0.97646 -1.46456  0.555
H 0.55680 2.61209 0.99119  0.352
H 0.30716 3.56286 -0.52436  0.362
H 1.19844 2.45930 -2.79627  0.360
H 2.19713 2.99519 -1.47707  0.379
H 3.58533 1.16942 -1.46731  0.159
H 6.02971 1.91098 -4.31574  0.489
H 5.48876 0.27322 -4.07911  0.113
H 6.90571 -0.82809 -0.14909  0.274
H 7.65794 -0.44934 -1.74942  0.415
H 4.95872 -1.76707 -1.61140  -0.936
H 7.03091 -1.45546 -3.59717  0.390
H 5.37614 -2.01996 -3.80866  0.214
H 6.64307 -3.20393 -3.45445  0.461
H 6.92983 -5.44135 0.24195  0.385
H 5.18200 -5.79433 0.27588  0.105
H 4.38349 -4.15658 2.06506  0.082
C 2.35626 8.18108 2.06166  -1.487
C 1.47682 7.12137 1.44296  0.462
C 1.61717 5.75368 2.05136  -0.615
O 1.21551 4.89713 0.96901  -0.157
C 1.51247 5.57674 -0.18528  0.481
O 1.48217 5.10705 -1.27632  -0.509
O 1.85026 6.86033 0.08214  -0.381
H 3.37394 7.81417 2.20716  0.352
H 2.42282 9.05097 1.40829  0.368
H 1.96015 8.49526 3.02741  0.377
H 0.43431 7.45381 1.44241  0.284
H 0.97570 5.60617 2.91807  0.367
H 2.64704 5.50505 2.31836  0.321
C 2.22396 -3.53964 -3.77190  -0.719
C 2.38313 -3.91956 -5.22285  0.460
C 2.42625 -5.40033 -5.48524  -0.478
O 3.16891 -5.46246 -6.71019  -0.351
C 3.98565 -4.37438 -6.73424  0.560
O 4.86317 -4.20540 -7.51747  -0.549
O 3.66256 -3.50822 -5.73640  -0.248
H 2.88529 -4.12540 -3.13392  0.146
H 2.48766 -2.49398 -3.62149  -0.176
H 1.19739 -3.69438 -3.43932  0.439
H 1.61231 -3.42934 -5.82610  0.354
H 1.43868 -5.84119 -5.60649  0.313
H 2.97782 -5.95521 -4.72227  0.331
C 2.89998 -7.37933 4.18774  -1.418
C 3.23142 -7.86065 2.79539  0.534
C 3.36715 -9.35456 2.66349  -0.574
O 4.23712 -9.47264 1.53378  -0.331
C 5.00244 -8.34917 1.50285  0.645
O 5.94881 -8.19666 0.80191  -0.518
O 4.53698 -7.42217 2.38802  -0.263
H 3.51526 -7.88211 4.93607  0.346
H 3.09795 -6.31112 4.28014  0.340
H 1.85107 -7.56475 4.42058  0.392
H 2.50854 -7.45831 2.07860  0.263
H 2.41883 -9.85504 2.47787  0.318
H 3.85725 -9.81857 3.52311  0.317
C -8.22429 4.75386 -0.25263  -0.966
C -8.02075 4.35195 -1.69036  0.721
C -7.98338 2.86779 -1.92921  -0.488
O -7.20226 2.78219 -3.12913  -0.336
C -6.37677 3.86075 -3.14288  0.519
O -5.47217 4.00991 -3.90088  -0.524
O -6.72170 4.74498 -2.16932  -0.355
H -7.58845 4.16989 0.41750  0.337
H -7.95850 5.80179 -0.10442  0.363
H -9.25988 4.60810 0.03926  -0.008
H -8.76786 4.83898 -2.32338  0.227
H -8.97062 2.43563 -2.07449  0.252
H -7.46091 2.31878 -1.14135  0.319
C -12.39240 6.03314 3.02620  -1.440
C -12.69258 5.44486 1.66869  0.472
C -13.36101 4.09621 1.69889  -0.511
O -12.96558 3.54388 0.43716  -0.320
C -11.77545 4.10812 0.11279  0.613
O -11.07671 3.74705 -0.78068  -0.525
O -11.48603 5.14073 0.94939  -0.323
H -11.95411 5.28713 3.69168  0.346
H -11.66992 6.84488 2.93968  0.364
H -13.30114 6.41832 3.48879  0.387
H -13.26319 6.16014 1.06899  0.265
H -14.44457 4.15801 1.77402  0.309
H -12.98156 3.44598 2.49088  0.302

As for the structure (SMILES): CC(=O)OCCCC[C@@H]1[C@@H](CC(=O)I)C[C@H](SCC(=O)OC[C@@H](C)OC(=O)CS)OS1(=O)=O.C[C@@H]1COC(=O)O1.C[C@@H]1COC(=O)O1.C[C@@H]1COC(=O)O1.C[C@@H]1COC(=O)O1.C[C@@H]1COC(=O)O1. As for the charge: 0. The calculation puts the HOMO-LUMO gap at 9.13 eV. Its spin multiplicity is 1. The value obtained for the total energy is -4894.774488 Ha.

---

2.
Entry from OMol25: a molecular structure, C23H23MoNO5S4Si in a non-equilibrium geometry (wB97M-V/def2-TZVPD).

Last column: Mulliken charge in e.
Geometry (Å):
Mo -0.61253 0.01944 0.20153  -0.521
S -1.73361 2.06364 -0.03702  -0.093
S -3.78196 1.78796 -0.32393  -0.077
S -3.77367 0.06580 -1.41124  -0.132
S -2.75283 -1.13942 -0.04833  -0.118
C 1.04972 2.57062 -1.83912  -1.065
Si 1.79111 2.37693 -0.13595  -0.112
C 3.55815 1.80547 -0.43903  -1.141
C 1.70920 4.04760 0.71242  -1.064
N 0.91513 1.14909 0.82498  0.503
C 1.29935 0.94875 2.16422  0.085
C 2.38312 1.53911 2.82080  -0.282
C 2.65413 1.26622 4.15483  -1.257
C 1.85303 0.40888 4.88672  -0.771
C 0.75362 -0.18894 4.28013  -0.735
C 0.52497 0.09434 2.95278  1.163
O -0.58571 -0.41733 2.26373  0.322
C -1.39426 -1.41132 2.85878  -0.785
C -0.96757 -2.72122 2.78774  0.443
C -1.79823 -3.68923 3.33905  -0.971
C -3.00018 -3.32697 3.92855  -0.401
C -3.39642 -1.99735 3.97161  -0.795
C -2.58674 -1.01054 3.42572  0.213
H 1.56932 3.42555 -2.28154  0.552
H -0.01453 2.79553 -1.84619  0.305
H 1.23150 1.71274 -2.48770  0.196
H 4.00460 2.43736 -1.21062  0.375
H 3.54487 0.78321 -0.82621  0.316
H 4.22209 1.81917 0.41994  0.367
H 2.05034 4.82162 0.02154  0.392
H 2.29509 4.13378 1.62573  0.375
H 0.66973 4.27235 0.96609  0.307
H 3.02748 2.22213 2.29752  0.341
H 3.50649 1.74028 4.62300  0.402
H 2.06687 0.20895 5.92743  0.394
H 0.09729 -0.85170 4.82494  0.495
H -0.03580 -2.97188 2.29879  0.510
H -1.50666 -4.72974 3.29461  0.408
H -3.64190 -4.09049 4.34734  0.412
H -4.34496 -1.72722 4.41499  0.405
H -2.87371 0.03151 3.40657  0.477
O 1.11146 -3.31095 -1.49712  -0.658
C 0.56167 -2.24181 -1.50986  0.203
O 0.35175 -1.55162 -0.38055  -0.414
C 0.05140 -1.58565 -2.74208  1.115
C -0.47304 -0.31175 -2.71099  -0.577
C -1.02058 0.33602 -3.81908  -1.413
C -1.00442 -0.39678 -4.98005  1.025
O -1.48663 -0.04262 -6.20273  -0.511
C -1.16561 -1.11924 -7.08580  -0.242
O -0.61511 -2.17618 -6.30503  -0.499
C -0.47558 -1.68340 -5.03755  1.175
C 0.05890 -2.31099 -3.94636  -1.597
H -0.38603 0.34998 -1.82846  1.405
H -1.43876 1.32843 -3.75116  0.511
H -0.42073 -0.77750 -7.80954  0.265
H -2.07914 -1.46530 -7.56941  0.250
H 0.45448 -3.31536 -3.97940  0.526

As for the charge: 0. The calculation puts the HOMO-LUMO gap (spin up / spin down) at 6.61 / 6.56 eV. Its spin multiplicity is 1. The value obtained for the total energy is -3271.740312 Ha.

---

3.
Entry from OMol25: a molecular structure, C30H30Br45F2N3O2S in a non-equilibrium geometry (wB97M-V/def2-TZVPD).

Last column: Mulliken charge in e.
Geometry (Å):
C -3.48832 -3.56509 -3.41885  -0.661
C -2.27398 -4.64294 -3.34597  -0.446
S -0.82158 -3.85624 -4.17883  -0.044
C 0.36542 -3.19762 -2.92737  -0.924
C -0.21462 -1.97496 -2.06684  0.284
N -0.40145 -2.22051 -0.69822  -0.546
C -0.87559 -1.08617 0.01652  0.199
C -1.07612 -1.21572 1.54416  -0.558
C -1.53827 -0.06225 2.43749  -1.087
C -1.82864 1.28185 1.73511  -0.606
C -1.63016 1.40838 0.23942  0.225
C -1.89471 2.83177 -0.45024  0.252
O -2.99911 3.14640 -0.90400  -0.567
N -0.69627 3.69516 -0.53349  -0.068
C -1.04216 5.03507 -0.99991  0.577
O -1.27044 5.91076 -0.17734  -0.481
F -1.04670 5.23234 -2.39000  -0.131
C -1.14678 0.24024 -0.67474  0.437
N -1.02162 0.53934 -2.05938  -0.299
C -0.54818 -0.61114 -2.70381  0.762
C -0.32593 -0.47885 -4.28881  -0.856
C 1.20914 -0.59477 -4.71442  0.852
F 1.42052 -1.76099 -5.55655  -0.343
H -3.30564 -2.90029 -4.33603  0.292
H -4.50495 -4.07168 -3.47088  0.174
H -3.36164 -2.89315 -2.50613  0.178
H -2.58336 -5.52476 -4.01325  0.210
H -2.05138 -4.97766 -2.28845  0.393
H 0.60488 -4.04465 -2.18930  0.399
H 1.37857 -2.90735 -3.37409  0.371
H -0.83750 -2.19968 2.04438  0.486
H -1.62291 -0.25891 3.54500  0.489
H -2.16198 2.18830 2.36392  0.665
H -0.27317 3.71319 0.40966  0.242
H -1.01633 -1.17789 -4.87636  0.239
H -0.65606 0.57837 -4.59466  0.382
H 1.47683 0.29507 -5.36753  -0.794
H 1.91676 -0.60663 -3.82515  0.346
C -0.99156 5.23867 4.14218  -0.539
Br 0.61402 6.25349 3.75693  -0.026
Br -1.09891 3.62294 3.07073  0.164
Br -1.16638 4.85582 6.03408  -0.030
H -1.83771 5.86338 3.86338  0.458
C -5.60377 -5.54406 -0.05087  -0.312
Br -7.14759 -4.60533 -0.75110  -0.036
Br -4.61115 -6.44379 -1.45199  -0.022
Br -4.46532 -4.37884 0.99831  0.011
H -5.97650 -6.31499 0.61993  0.302
C -4.06261 -5.87953 -7.31298  -0.375
Br -3.89668 -7.78802 -7.00540  -0.002
Br -5.55493 -5.11936 -6.33703  -0.036
Br -2.40479 -4.93690 -6.95334  0.029
H -4.27495 -5.74830 -8.37150  0.393
C -2.30391 7.29947 -5.09541  -0.206
Br -3.90388 8.13577 -5.79972  -0.040
Br -1.34390 6.31591 -6.46148  -0.010
Br -1.15864 8.57800 -4.19382  -0.056
H -2.62429 6.57666 -4.34815  0.279
C 2.63986 6.73007 -4.94617  0.127
Br 3.83610 7.95849 -4.04149  -0.029
Br 3.03082 6.60313 -6.83913  -0.028
Br 2.62082 4.98708 -4.09699  -0.015
H 1.63504 7.13905 -4.85653  -0.078
C 2.48860 2.23178 5.22788  -0.250
Br 4.39158 2.22094 4.85694  -0.003
Br 1.55052 0.88508 4.19822  0.107
Br 2.12140 2.08001 7.12419  0.099
H 2.10739 3.19885 4.90476  0.124
C 5.49591 -1.40537 6.13493  0.337
Br 7.39450 -1.40971 5.74471  -0.038
Br 4.54144 -2.73318 5.09494  0.006
Br 5.14949 -1.59373 8.03264  -0.015
H 5.11202 -0.43204 5.83601  -0.285
C 2.95886 -6.64360 6.53338  -0.393
Br 4.71950 -6.89511 5.76310  -0.011
Br 2.99579 -5.40666 8.02522  0.021
Br 1.65703 -6.11895 5.19574  0.023
H 2.64187 -7.60704 6.92565  0.356
C 6.33091 7.10069 -0.53581  -0.329
Br 7.88476 8.16986 -0.98222  -0.017
Br 6.28766 5.44002 -1.53592  0.034
Br 6.18880 6.78752 1.37064  0.039
H 5.45483 7.67488 -0.82899  0.288
C -7.50752 -9.43874 -4.79491  -0.353
Br -9.06185 -8.50842 -5.48412  -0.018
Br -6.53515 -10.35186 -6.20296  -0.033
Br -6.36783 -8.26741 -3.75523  0.119
H -7.87120 -10.20519 -4.11453  0.330
C -2.97077 -8.74268 1.63844  -0.149
Br -2.77985 -10.65455 1.89004  -0.024
Br -4.49476 -8.03780 2.60773  -0.021
Br -1.33957 -7.79129 2.07398  0.023
H -3.16291 -8.57778 0.58027  0.164
C 2.75527 1.02867 -7.88101  -0.055
Br 4.52411 0.84500 -8.65107  -0.032
Br 2.72497 2.33957 -6.45182  0.025
Br 1.41708 1.40650 -9.23106  -0.013
H 2.49937 0.06786 -7.43962  0.057
C 0.39451 -0.67462 9.88357  -0.307
Br 1.06669 -1.39791 8.21698  0.025
Br 0.81265 -1.81653 11.39256  -0.037
Br 1.00004 1.14537 10.16769  -0.084
H -0.68927 -0.64154 9.80011  0.364
C 9.05249 4.12356 2.92856  -0.396
Br 8.76463 5.74624 3.95280  -0.034
Br 7.76685 2.74824 3.38457  0.052
Br 9.07809 4.46210 1.02004  0.006
H 10.03722 3.74874 3.19754  0.350
C -1.27970 8.52548 7.82443  0.076
Br -2.19523 8.86876 9.49784  -0.019
Br -2.20445 9.32550 6.32058  -0.014
Br 0.57983 9.06636 7.89586  -0.002
H -1.29232 7.44894 7.66924  -0.057

As for the charge: 0. The calculation puts the HOMO-LUMO gap at 7.54 eV. Its spin multiplicity is 1. The value obtained for the total energy is -117904.103558 Ha. Its energy above the lowest of the compared OMol25 structures with the same formula, charge and spin is 121.1 kcal per mole.

---

4.
Entry from OMol25: 2 unconnected molecules or ions with the total composition C7H14O in a non-equilibrium geometry (wB97M-V/def2-TZVPD).

Last column: Mulliken charge in e.
Geometry (Å):
C 0.27420 0.48772 -2.04913  -1.137
C -0.07977 -0.49806 -1.04240  -0.424
C -0.59957 0.06829 0.26596  0.835
C 0.50843 0.65298 1.10799  -0.563
C 1.24730 -0.40882 1.89151  -1.036
C -3.15345 -0.17478 -0.06956  -0.694
C -1.91790 0.18685 0.60601  -0.409
H -0.59742 1.09461 -2.32775  0.313
H 0.75690 0.29833 -2.98628  0.368
H 0.89530 1.20436 -1.50013  0.290
H 0.80368 -1.08573 -0.74458  0.083
H -0.80961 -1.28348 -1.27677  0.534
H 1.32224 1.14141 0.54461  0.211
H 2.25709 -0.03070 2.12279  0.305
H 0.77489 -0.63119 2.85201  0.357
H 1.28441 -1.28782 1.25269  0.286
H -3.21816 -0.56369 -1.06860  0.328
H -4.02118 -0.21531 0.60684  0.266
H -2.05816 0.56631 1.63322  0.276
H 0.03208 1.38489 1.76480  0.475
H 3.30128 -0.89028 -0.96959  0.153
O 2.99740 -0.01591 -0.61363  -0.820

As for the charge: 0. The calculation puts the HOMO-LUMO gap at 3.49 eV. Its spin multiplicity is 1. The value obtained for the total energy is -350.120315 Ha. Its energy above the lowest of the compared OMol25 structures with the same formula, charge and spin is 150.1 kcal per mole.